[1]
The following is a quantum chemistry calculation of C3H7N3OS as an isolated structure in a non-equilibrium geometry, from the OMol25 dataset.

Geometry as XYZ:
```
15
C3H7N3OS (wB97M-V/def2-TZVPD)
C -1.362 -1.300 -0.790
C -0.029 0.783 -0.121
C 0.730 -0.613 2.653
H -1.156 -2.030 -1.687
H -1.585 -2.033 0.131
H -2.132 -0.773 -1.271
H 0.883 -1.489 1.551
H 1.102 -1.072 3.710
H 0.483 1.355 -2.972
H 2.000 2.449 -2.109
N 0.045 0.517 2.644
N 0.486 1.875 -0.719
N 1.296 1.535 -1.894
O -0.048 -0.504 -0.627
S -0.713 1.301 1.502
```

Computed properties:
DFT total energy   -20570.0979 eV
E_HOMO   -8.49 eV
Energy above the lowest of the compared OMol25 structures with the same formula, charge and spin   8.0859 eV

***

[2]
The following is a quantum chemistry calculation of a 12-piece molecular cluster, C32H62Cl6O10 overall in a non-equilibrium geometry, from the OMol25 dataset.

Geometry as XYZ:
```
110
C32H62Cl6O10 (wB97M-V/def2-TZVPD)
C 0.083 -4.349 4.526
Cl 0.368 -4.717 6.200
Cl 1.539 -4.543 3.651
Cl -0.583 -2.669 4.481
H -0.669 -5.057 4.179
C -4.286 -3.073 0.529
Cl -3.762 -1.660 -0.416
Cl -6.001 -2.890 1.081
Cl -3.282 -3.371 1.962
H -4.254 -3.955 -0.110
C -2.065 2.218 -2.390
C -3.311 1.818 -1.650
O -3.448 2.017 -0.411
C -4.460 1.358 -2.547
H -2.183 3.080 -3.047
H -1.583 1.385 -2.901
H -1.389 2.632 -1.641
H -4.085 1.023 -3.515
H -5.118 2.188 -2.802
H -4.965 0.450 -2.216
C 3.423 1.512 -0.222
C 4.905 1.892 -0.416
O 5.281 2.990 -0.055
C 5.802 1.000 -1.252
H 2.912 2.440 0.031
H 3.386 0.780 0.585
H 2.883 1.141 -1.093
H 6.825 1.267 -0.990
H 5.649 1.248 -2.302
H 5.579 -0.053 -1.078
C -6.424 2.439 1.403
C -5.544 1.950 2.578
O -5.544 2.551 3.666
C -4.828 0.637 2.442
H -5.732 3.027 0.799
H -7.130 3.105 1.897
H -6.914 1.618 0.879
H -5.517 0.004 1.882
H -4.517 0.187 3.385
H -3.864 0.662 1.933
C -0.674 -3.999 -1.901
C -0.992 -5.007 -0.806
O -2.153 -5.532 -0.697
C 0.133 -5.292 0.233
H -0.010 -3.177 -1.636
H -1.589 -3.424 -2.048
H -0.312 -4.475 -2.813
H -0.342 -5.557 1.177
H 0.693 -4.357 0.243
H 0.831 -6.050 -0.123
C -0.957 -0.260 1.986
C -0.098 -0.912 0.912
O 0.585 -1.930 1.083
C -0.202 -0.353 -0.443
H -0.564 -0.293 3.002
H -1.899 -0.810 1.993
H -1.154 0.770 1.691
H -0.670 -1.027 -1.160
H 0.786 -0.100 -0.827
H -0.716 0.607 -0.494
C 2.549 3.498 3.948
C 1.390 2.681 4.499
O 0.337 3.220 4.775
C 1.603 1.220 4.795
H 3.209 3.603 4.809
H 2.132 4.440 3.591
H 3.067 2.916 3.186
H 1.470 0.673 3.861
H 0.806 0.867 5.449
H 2.609 1.083 5.191
C 3.363 -1.051 2.892
C 4.553 -1.656 2.203
O 4.943 -1.271 1.084
C 5.211 -2.766 2.990
H 2.532 -1.756 2.902
H 3.064 -0.103 2.444
H 3.615 -0.844 3.932
H 5.812 -3.489 2.439
H 4.398 -3.196 3.574
H 5.891 -2.331 3.723
C 4.094 1.497 -5.579
C 3.772 0.517 -4.519
O 4.571 -0.341 -4.228
C 2.333 0.671 -3.925
H 4.587 2.384 -5.180
H 3.207 1.868 -6.091
H 4.674 1.107 -6.415
H 2.212 -0.094 -3.159
H 1.564 0.710 -4.697
H 2.443 1.593 -3.354
C -1.667 3.145 2.247
C -0.473 3.323 1.279
O 0.459 2.602 1.278
C -0.638 4.493 0.320
H -1.279 2.514 3.048
H -2.451 2.547 1.783
H -2.055 4.087 2.634
H -0.575 5.417 0.895
H -1.556 4.445 -0.265
H 0.135 4.429 -0.445
C -1.271 -2.677 -5.512
C -1.385 -1.338 -4.841
O -1.224 -1.226 -3.626
C -1.555 -0.126 -5.730
H -0.839 -3.253 -4.693
H -0.583 -2.684 -6.358
H -2.211 -3.108 -5.858
H -0.713 0.019 -6.407
H -1.474 0.727 -5.057
H -2.519 -0.089 -6.238
```

Computed properties:
DFT total energy   -129797.0633 eV
E_HOMO   -9.08 eV
SMILES   ClC(Cl)Cl.ClC(Cl)Cl.CC(C)=O.CC(C)=O.CC(C)=O.CC(C)=O.CC(C)=O.CC(C)=O.CC(C)=O.CC(C)=O.CC(C)=O.CC(C)=O

***

[3]
The following is a quantum chemistry calculation of a 7-piece molecular cluster, C26H44FO13P overall, from the OMol25 dataset.

Geometry as XYZ:
```
85
C26H44FO13P (wB97M-V/def2-TZVPD)
C 1.218 0.190 -2.205
C 0.234 -0.962 -1.992
O -0.942 -0.545 -1.307
P -2.245 0.065 -2.179
F -3.562 0.649 -3.043
H 1.017 0.987 -1.485
H 1.165 0.592 -3.216
H 2.246 -0.141 -2.038
H -0.045 -1.404 -2.959
H 0.685 -1.758 -1.395
H -1.546 -0.005 -3.391
H -2.220 1.265 -1.468
H -3.078 -0.948 -1.701
O 0.296 0.046 2.414
C -0.868 0.039 2.706
O -1.294 0.347 3.955
C -2.718 0.113 4.067
C -3.242 0.221 2.642
C -2.058 -0.311 1.837
H -2.867 -0.895 4.454
H -3.126 0.856 4.748
H -4.161 -0.343 2.498
H -3.432 1.265 2.388
H -2.097 -1.397 1.733
H -1.947 0.133 0.853
O 3.269 2.464 -3.019
C 4.024 1.794 -3.663
O 3.584 0.846 -4.526
C 4.691 0.149 -5.119
C 5.879 1.096 -4.980
C 5.539 1.834 -3.689
H 4.841 -0.783 -4.569
H 4.426 -0.087 -6.147
H 6.833 0.573 -4.959
H 5.893 1.797 -5.815
H 5.903 1.311 -2.802
H 5.885 2.863 -3.652
O 0.732 -0.356 -5.629
C 0.437 0.708 -6.093
O 0.100 0.854 -7.400
C -0.125 2.244 -7.699
C -0.449 2.898 -6.361
C 0.370 2.049 -5.399
H 0.788 2.648 -8.144
H -0.929 2.301 -8.429
H -0.205 3.957 -6.333
H -1.512 2.789 -6.142
H 1.389 2.416 -5.274
H -0.067 1.949 -4.412
O -3.721 -3.057 4.040
C -3.673 -3.766 5.008
O -2.887 -3.481 6.069
C -2.956 -4.546 7.046
C -4.278 -5.251 6.767
C -4.419 -5.058 5.261
H -2.098 -5.200 6.898
H -2.891 -4.096 8.033
H -4.271 -6.290 7.086
H -5.090 -4.738 7.285
H -3.919 -5.845 4.692
H -5.444 -4.974 4.908
O 1.504 -4.710 6.965
C 1.534 -3.863 6.117
O 1.654 -4.166 4.805
C 1.734 -2.960 4.017
C 1.097 -1.879 4.877
C 1.440 -2.360 6.282
H 2.788 -2.760 3.809
H 1.216 -3.137 3.078
H 1.451 -0.882 4.631
H 0.016 -1.889 4.742
H 2.413 -1.998 6.623
H 0.695 -2.114 7.036
O 0.803 4.853 -3.467
C 0.412 4.671 -2.352
O -0.912 4.709 -2.046
C -1.102 4.582 -0.628
C 0.154 3.886 -0.116
C 1.211 4.395 -1.094
H -1.219 5.584 -0.209
H -2.021 4.024 -0.464
H 0.364 4.111 0.927
H 0.048 2.804 -0.213
H 1.649 5.341 -0.769
H 2.009 3.689 -1.307
```

Computed properties:
DFT total energy   -66301.3602 eV
E_HOMO   -9.83 eV
SMILES   CCO[PH3]F.O=C1CCCO1.O=C1CCCO1.O=C1CCCO1.O=C1CCCO1.O=C1CCCO1.O=C1CCCO1

***

What is the formula in the first record? C3H7N3OS